# 1
2 unconnected molecules or ions with the total composition C5H13NO at a distorted geometry. Source: OMol25; level of theory: wB97M-V/def2-TZVPD.

## Properties
- Lowest unoccupied orbital energy: 0.6 eV
- Highest occupied orbital energy: -8.73 eV
- Largest force on an atom: 0.053 Eh/bohr
- Charge: 0
- ΔE to the lowest compared entry with this formula, charge and spin: 296.6 kJ/mol

```
20
Properties=species:S:1:pos:R:3:forces:R:3:nbo_charge:R:1
C -0.62280 0.64098 1.39592 1.7 0.2 2.1 -0.424
N 0.25971 -0.49285 1.16159 -0.9 -0.5 -2.0 -0.627
C 1.01094 -0.31003 -0.11641 0.2 -0.1 1.4 -0.266
C -0.36627 -0.25621 -3.74465 0.7 -1.2 1.8 -0.650
C -0.05424 -0.90467 -2.34585 -1.4 1.6 -0.3 -0.159
C 0.32076 -0.02166 -1.40269 -1.2 -0.4 -0.3 -0.224
H -1.07532 0.56299 2.39173 -1.0 -0.7 -0.6 0.184
H -1.27567 0.75411 0.53890 -0.3 0.2 0.3 0.213
H -0.06907 1.56194 1.68321 0.1 0.2 -1.3 0.162
H 0.94738 -0.74502 1.85011 -0.2 0.4 0.5 0.357
H 1.62364 0.57726 0.09683 0.6 -0.2 -0.5 0.173
H 1.62112 -1.20909 -0.27152 0.1 0.4 0.2 0.207
H -1.08270 0.52091 -3.51072 -0.1 0.4 -0.6 0.217
H -0.71453 -0.93718 -4.51585 -0.2 0.0 0.1 0.215
H 0.62524 0.10722 -4.00886 -0.4 0.5 -0.5 0.221
H -0.48938 -1.85608 -2.06147 1.2 -0.7 -0.3 0.211
H 0.03451 1.01665 -1.60436 1.0 0.0 -0.2 0.188
H 0.46574 0.18212 4.61252 0.7 0.1 0.5 0.458
H -0.94671 0.34628 4.61357 -0.4 0.2 0.7 0.460
O -0.21236 0.46233 5.23799 -0.3 -0.3 -1.2 -0.916
```
Positions in Å, forces in eV/Å.

=====

# 2
15 unconnected molecules or ions with the total composition C50H87Cl8F24NO12 at a distorted geometry. Source: OMol25; level of theory: wB97M-V/def2-TZVPD.

## Properties
- Lowest unoccupied orbital energy: 0.2 eV
- Highest occupied orbital energy: -6.89 eV
- Largest force on an atom: 0.078 Eh/bohr
- Charge: 0

```
182
Properties=species:S:1:pos:R:3:forces:R:3:lowdin_charge:R:1
C 2.03002 7.33854 -15.05199 0.3 -0.1 -0.7 -0.089
O 2.06356 8.03358 -16.30188 0.1 0.4 0.0 -0.200
C 3.30985 7.94142 -16.98363 -0.1 0.0 0.1 -0.200
C 3.20062 8.77589 -18.25821 1.0 1.1 -0.7 -0.036
N 4.53781 8.91876 -19.02462 -0.1 0.6 2.0 0.096
H 4.79628 7.95416 -19.17581 1.7 -1.8 -0.2 0.071
H 4.39593 9.27265 -19.95989 -0.6 0.8 -0.7 0.090
C 5.74832 9.62262 -18.35783 0.2 -0.6 -0.4 -0.032
C 6.84080 10.00225 -19.42567 -1.6 -2.1 0.7 -0.188
O 6.22203 10.78791 -20.43390 1.3 -0.2 0.8 -0.182
C 7.17540 11.34624 -21.31819 -0.3 1.0 0.4 -0.087
H 1.07106 7.54811 -14.57810 0.0 0.0 -0.1 0.086
H 2.85222 7.62267 -14.39522 0.0 0.3 0.0 0.042
H 2.14504 6.27226 -15.24669 -0.2 -0.2 0.1 0.054
H 3.55802 6.90341 -17.20510 -0.1 -0.2 -0.3 0.097
H 4.12936 8.27275 -16.34589 0.1 0.4 0.2 0.090
H 2.90937 9.81714 -18.12009 -0.3 -0.1 0.6 0.115
H 2.49329 8.33104 -18.95814 0.1 0.0 0.0 0.128
H 6.13104 8.86552 -17.67343 0.4 -0.1 -0.2 0.110
H 5.50266 10.45943 -17.70399 -0.8 0.2 -0.5 0.103
H 7.19578 9.04151 -19.79858 -0.4 -0.4 -0.8 0.110
H 7.78670 10.28586 -18.96423 -0.3 1.4 0.2 0.081
H 6.61197 12.13826 -21.81150 0.2 -0.3 -0.7 0.070
H 7.69874 10.64826 -21.97168 -0.4 -0.3 -0.3 0.090
H 7.96014 11.88815 -20.79035 0.2 -0.1 0.4 0.064
C 7.09260 5.93332 -19.02642 -2.6 0.8 0.1 -0.309
O 5.73843 6.34374 -19.26504 0.7 0.2 0.0 -0.436
H 7.05251 5.05571 -18.38121 0.6 -0.3 0.3 0.026
H 7.68103 5.67106 -19.90567 0.0 -0.1 -0.5 0.034
H 7.61574 6.74668 -18.52356 0.6 0.1 0.4 0.033
C 0.60972 13.65174 -22.71895 -0.3 0.7 1.3 -0.038
C 0.14203 13.07153 -24.04582 1.0 0.7 -0.1 -0.517
C 1.30612 13.09195 -25.02404 1.2 -0.4 -0.2 -0.319
F 1.02200 12.65157 -26.25488 -0.7 -0.6 -0.3 0.113
F 1.80344 14.33435 -25.20883 -0.3 0.7 0.5 0.097
F -0.35188 11.86532 -23.90058 0.5 -2.9 0.6 0.153
F -0.93165 13.70893 -24.50023 -0.5 2.2 -0.4 0.154
O 1.70250 12.95308 -22.08684 0.7 -0.3 0.5 0.008
C 2.34821 13.61774 -21.01196 -0.9 -0.2 -2.3 -0.539
C 3.56815 12.84864 -20.52142 1.2 -1.5 -1.4 -0.287
F 4.20042 13.38512 -19.48060 -0.7 0.7 1.0 0.125
F 3.23662 11.56317 -20.22863 -0.3 0.4 0.2 0.102
F 2.77788 14.79868 -21.47695 0.6 0.8 -0.1 0.145
F 1.49621 13.89395 -20.05334 -1.0 0.0 1.3 0.185
H -0.26107 13.59417 -22.06587 -0.1 0.1 0.1 0.145
H 0.87607 14.69705 -22.87544 0.0 0.0 -0.1 0.146
H 2.10722 12.49763 -24.58459 0.1 -0.2 0.0 0.153
H 4.33045 12.85214 -21.30051 -0.3 -0.3 -0.6 0.158
C -5.18210 8.55027 -14.59874 1.4 -0.4 -1.6 -0.072
C -5.92913 9.84321 -14.91398 0.2 -1.1 0.6 -0.476
C -5.17140 10.96542 -15.65383 1.9 0.8 0.4 -0.337
F -4.87089 10.75806 -16.93146 -0.7 -1.6 -1.8 0.076
F -5.80731 12.14672 -15.66282 -0.9 0.2 0.9 0.107
F -7.09224 9.53899 -15.51018 -0.3 -0.3 -1.2 0.137
F -6.29467 10.23223 -13.70643 -0.3 2.2 1.9 0.139
O -3.94133 8.81627 -13.88304 0.0 -1.2 0.9 -0.036
C -3.54460 7.74042 -12.97882 -0.6 2.5 -3.1 -0.510
C -2.23637 8.23618 -12.30598 -0.4 1.4 1.2 -0.297
F -1.77725 7.39967 -11.35907 -0.2 -0.7 -0.2 0.102
F -1.22233 8.54507 -13.12034 0.2 -0.7 -1.1 0.094
F -4.53120 7.60034 -12.11828 -0.1 -0.5 1.3 0.178
F -3.45414 6.62193 -13.69329 0.5 -0.6 0.3 0.155
H -4.94213 8.13879 -15.57915 0.2 -0.4 0.1 0.077
H -5.83154 7.84557 -14.07940 -0.1 0.4 0.1 0.148
H -4.15729 11.10261 -15.27851 -0.3 0.0 1.3 0.132
H -2.45414 9.18317 -11.81214 -0.6 0.0 0.1 0.172
C 2.23961 8.55046 -11.38089 -0.2 0.1 -1.0 -0.030
C 3.22517 9.66443 -10.94054 -0.9 -0.6 0.7 -0.446
C 4.14341 9.11365 -9.84670 1.1 -0.9 -1.3 -0.354
F 4.98087 10.06156 -9.47921 0.8 1.5 0.9 0.125
F 3.50682 8.63004 -8.76911 -0.7 0.2 0.0 0.118
F 3.93522 10.26026 -11.91295 0.7 -1.0 -0.6 0.130
F 2.51508 10.70544 -10.45081 -0.9 -0.1 0.6 0.122
O 2.87102 7.30109 -11.77681 -0.9 -1.1 1.0 -0.043
C 2.22304 6.12516 -11.27450 -0.4 1.7 -1.3 -0.444
C 2.93416 4.91108 -11.92103 2.2 -0.1 1.8 -0.346
F 2.44690 3.70395 -11.59973 -1.0 0.1 0.4 0.117
F 3.04941 4.95874 -13.22619 -0.8 0.6 -1.6 0.103
F 2.34383 6.14545 -9.92817 -0.4 -0.6 -0.6 0.149
F 0.88095 6.11579 -11.60973 1.2 0.2 0.6 0.117
H 1.70236 8.87255 -12.27293 -0.1 0.3 0.1 0.121
H 1.51858 8.42184 -10.57363 0.2 -0.1 0.1 0.146
H 4.77666 8.33266 -10.26759 -0.3 -0.4 -0.1 0.169
H 3.95128 4.93321 -11.52980 0.2 0.2 0.3 0.165
C 6.59913 13.49195 -25.26325 -1.1 -0.1 0.6 -0.147
C 6.53192 14.51102 -24.11786 0.4 1.5 -1.2 -0.178
C 5.02749 14.79429 -23.96634 2.2 -1.5 -0.2 -0.172
O 4.53361 13.43361 -24.08610 -1.1 0.0 0.0 -0.182
C 5.49097 12.55782 -24.74686 1.0 1.0 0.7 -0.189
H 7.55453 12.98205 -25.38697 -0.1 0.1 0.0 0.114
H 6.22952 13.89920 -26.20434 0.4 0.4 -0.1 0.115
H 7.04399 15.45013 -24.32755 0.3 0.0 -0.1 0.111
H 6.97067 14.13261 -23.19461 -0.2 -0.2 0.0 0.103
H 4.63128 15.45990 -24.73320 -0.1 -0.2 -0.1 0.120
H 4.95497 15.28518 -22.99584 -1.0 -0.6 0.2 0.111
H 5.06325 11.92308 -25.52290 -0.4 0.2 0.2 0.122
H 5.98290 11.98083 -23.96379 -0.4 -0.6 0.0 0.090
C 2.44479 11.08029 -14.56561 -0.9 -0.4 0.3 -0.162
C 1.46923 11.37445 -15.70565 -0.4 0.2 0.0 -0.176
C 2.19691 12.42555 -16.49797 0.3 0.0 0.8 -0.187
O 3.57769 12.04768 -16.36691 0.9 -0.2 -0.3 -0.143
C 3.78348 11.18601 -15.23176 -0.3 -0.2 0.2 -0.194
H 2.23725 10.08267 -14.17860 0.2 0.0 0.1 0.086
H 2.40594 11.76756 -13.72047 -0.4 0.2 -0.1 0.118
H 0.49117 11.71747 -15.36826 0.0 -0.1 0.0 0.096
H 1.33488 10.50533 -16.34961 0.0 -0.2 0.3 0.086
H 2.04257 13.40161 -16.03798 0.1 0.3 0.0 0.120
H 1.89303 12.49572 -17.54240 0.3 -0.2 -0.1 0.108
H 4.52294 11.53278 -14.50992 0.2 0.7 -0.4 0.118
H 4.11043 10.17453 -15.47281 0.2 0.0 -0.8 0.093
C 4.59966 8.21966 -23.75017 -0.7 -1.7 -0.7 -0.159
C 3.10887 8.59140 -23.80625 0.7 1.3 0.6 -0.129
C 3.16446 9.72931 -22.78189 -0.2 0.4 -0.2 -0.186
O 4.01798 9.24144 -21.73068 -1.2 0.7 -0.2 -0.191
C 4.91563 8.28092 -22.27876 0.2 -0.1 0.0 -0.180
H 5.26668 8.84204 -24.34668 -0.3 0.4 0.0 0.114
H 4.68112 7.21856 -24.17357 0.5 -0.1 0.2 0.114
H 2.42199 7.85386 -23.39111 0.3 -0.5 -0.2 0.106
H 2.79676 8.86003 -24.81548 -0.1 0.2 0.2 0.115
H 2.19735 10.06804 -22.41033 0.0 -0.3 0.5 0.107
H 3.62888 10.62095 -23.20307 0.2 0.2 -0.3 0.105
H 4.70554 7.35630 -21.74113 0.5 -0.2 -0.1 0.127
H 5.92980 8.64435 -22.11301 0.1 -0.3 0.2 0.101
C -1.61160 10.20197 -20.99980 -0.1 0.7 0.3 -0.170
C -1.21391 9.16720 -22.01022 0.5 0.0 -0.2 -0.160
C -0.25143 8.27422 -21.18808 -1.1 1.0 -1.0 -0.181
O 0.32739 9.16948 -20.25120 0.8 0.2 0.9 -0.162
C -0.33621 10.45042 -20.18618 -0.9 -0.8 -0.3 -0.168
H -2.38156 9.75473 -20.37111 -0.1 0.3 0.3 0.114
H -1.98829 11.12322 -21.44423 -0.2 -0.1 0.0 0.112
H -0.66917 9.68638 -22.79876 0.1 -0.3 -0.2 0.094
H -2.08504 8.66192 -22.42728 0.2 -0.2 -0.1 0.118
H 0.49557 7.84011 -21.85264 0.3 -0.1 0.3 0.105
H -0.82785 7.48447 -20.70627 0.2 -0.1 0.3 0.115
H 0.30469 11.26328 -20.52765 0.2 -0.2 -0.6 0.095
H -0.61688 10.74856 -19.17601 0.2 -0.5 0.4 0.093
C 9.70778 6.50270 -22.78044 1.2 1.7 0.4 -0.198
C 9.71051 5.67757 -24.03129 0.2 -1.1 -0.3 -0.183
C 8.22640 5.54831 -24.30440 0.5 0.1 0.4 -0.192
O 7.65542 6.75122 -23.76428 -1.0 0.2 0.2 -0.156
C 8.60033 7.54359 -22.99513 0.4 -1.9 -0.9 -0.188
H 10.69554 6.95353 -22.68466 0.0 0.2 0.3 0.068
H 9.54094 5.95801 -21.85115 -0.2 -0.3 -0.2 0.115
H 10.16295 4.71525 -23.79184 -0.1 -0.2 -0.2 0.113
H 10.29355 6.07650 -24.86137 -0.1 0.5 0.1 0.114
H 7.95319 4.62764 -23.78880 -0.8 0.2 0.4 0.115
H 7.90754 5.41239 -25.33782 0.2 0.4 -0.1 0.118
H 8.21247 7.90112 -22.04128 -0.5 -0.1 -0.2 0.095
H 8.89484 8.37509 -23.63543 0.2 0.2 0.1 0.109
C 7.90422 12.42034 -16.69059 -0.1 0.4 -0.6 -0.168
C 7.10084 13.10957 -17.81290 -0.7 0.0 1.0 -0.157
C 7.25086 14.61562 -17.44059 1.2 -1.7 -0.1 -0.152
O 8.61412 14.63878 -16.95189 0.3 0.6 0.0 -0.160
C 9.10582 13.33926 -16.56989 -0.6 0.4 0.0 -0.201
H 8.15832 11.38230 -16.90509 0.0 0.0 0.0 0.095
H 7.27185 12.46288 -15.80380 0.2 -0.1 0.2 0.113
H 6.08476 12.72161 -17.74101 -0.2 0.3 -0.4 0.084
H 7.50119 12.88246 -18.80095 0.1 0.2 0.0 0.093
H 6.61953 14.99370 -16.63649 -0.4 -0.3 -0.1 0.116
H 7.14793 15.24573 -18.32403 0.2 0.2 0.1 0.112
H 9.50384 13.37680 -15.55586 0.0 0.2 0.1 0.116
H 9.92196 13.07764 -17.24337 0.0 -0.1 -0.1 0.076
C -1.41538 8.35054 -17.02164 0.1 0.6 -0.5 -0.930
Cl -2.85446 7.34950 -16.89186 0.2 -0.4 -0.1 0.596
Cl -1.78117 9.99397 -16.39141 0.4 -0.4 0.0 0.571
H -0.55561 7.88865 -16.53630 -0.3 0.2 0.3 0.023
H -1.17711 8.50470 -18.07405 -0.1 -0.2 0.1 0.004
C 5.98623 6.17444 -15.28074 1.3 -0.5 -0.2 -0.968
Cl 5.51408 6.95430 -13.75186 0.0 -0.2 -0.5 0.559
Cl 7.46359 5.14142 -15.06784 -0.5 0.3 0.2 0.482
H 5.25031 5.48440 -15.69350 -0.3 0.5 0.3 -0.015
H 6.32799 6.92318 -15.99536 -0.5 0.0 0.1 0.006
C 11.82364 10.78787 -20.51421 -0.3 -1.0 0.2 -0.924
Cl 10.61147 11.05815 -19.21662 0.5 0.3 -0.5 0.525
Cl 11.24415 9.42148 -21.56118 0.4 0.8 0.3 0.511
H 12.00061 11.68050 -21.11420 -0.4 -0.2 0.1 0.035
H 12.73776 10.44679 -20.02824 -0.2 0.1 -0.1 0.025
C 4.05057 3.74123 -18.29812 0.1 0.9 -0.8 -1.001
Cl 3.13717 4.00382 -16.76740 0.3 -0.5 -0.5 0.521
Cl 3.56046 2.36745 -19.30894 -0.1 -0.2 0.6 0.507
H 3.87198 4.60352 -18.94051 0.1 0.1 0.4 -0.001
H 5.12397 3.70824 -18.11152 -0.3 -0.2 0.3 0.021
```
Positions in Å, forces in eV/Å.

=====

| no. | total energy (eV) |
| --- | --- |
| 1 | -8930.9369 |
| 2 | -244712.9199 |